The following is a quantum chemistry calculation of a cluster of 11 separate species, C47H104F15N6O17S3 in total, from OMol25.

Summary:
molar mass	1406.545	g mol⁻¹
LUMO energy	-2.015	eV
frontier orbital gap	6.2914	eV
maximum force	4.2	eV/A
charge	+1

Geometry as XYZ:
```
192
Properties=species:S:1:pos:R:3:forces:R:3
C 0.551 0.329 0.653 -0.9 0.4 -1.2
N -0.284 0.583 -0.622 -0.6 0.4 -1.4
C -0.815 -0.743 -1.274 0.1 2.1 0.8
C -1.537 1.483 -0.182 2.5 -2.1 0.2
C 0.483 1.440 -1.732 0.3 -1.7 0.3
C 1.419 0.643 -2.715 -0.8 -0.2 1.1
O 2.178 -0.396 -2.052 -1.3 0.4 -1.5
H -0.092 -0.119 1.411 -0.1 -0.1 -0.2
H 0.818 1.327 1.000 0.4 -0.2 0.0
H 1.391 -0.333 0.443 -0.1 0.3 -0.2
H 0.046 -1.228 -1.734 -0.2 -0.2 0.5
H -1.535 -0.431 -2.030 0.1 0.0 -0.1
H -1.379 -1.258 -0.497 0.4 -0.4 -0.1
H -1.039 2.382 0.181 -0.7 0.2 -0.2
H -1.860 0.877 0.664 -0.6 0.4 0.0
H -2.275 1.559 -0.981 0.4 0.2 0.0
H 1.147 2.134 -1.217 -0.4 0.1 0.3
H -0.285 1.912 -2.345 -0.1 0.2 0.2
H 2.030 1.450 -3.119 0.4 -0.2 -0.1
H 0.857 0.208 -3.542 -0.1 -0.1 0.2
H 2.661 0.106 -1.392 1.4 0.5 1.2
C 4.051 -2.766 -3.263 1.1 -0.1 1.3
N 5.162 -3.241 -2.255 -0.9 0.9 -1.9
C 6.440 -3.467 -3.081 -0.1 -1.3 1.1
C 5.441 -2.068 -1.297 -0.3 -1.0 -0.2
C 4.604 -4.485 -1.531 1.5 -0.6 0.2
C 4.626 -5.862 -2.290 0.2 0.1 -0.1
O 3.640 -5.879 -3.316 -0.7 0.5 0.2
H 4.020 -3.512 -4.057 -0.5 0.0 0.3
H 4.314 -1.782 -3.651 0.1 -0.1 0.1
H 3.201 -2.642 -2.592 -0.4 -0.1 -0.6
H 6.377 -4.404 -3.634 -0.5 0.3 -0.3
H 7.262 -3.689 -2.400 0.0 0.4 0.3
H 6.720 -2.638 -3.732 -0.6 0.1 0.3
H 5.598 -1.192 -1.926 0.3 -0.1 0.3
H 6.292 -2.403 -0.704 0.1 0.5 -0.1
H 4.599 -1.863 -0.636 -0.3 -0.2 -0.2
H 3.640 -4.312 -1.053 -0.6 0.6 -1.0
H 5.156 -4.486 -0.591 0.8 -0.7 -0.2
H 4.502 -6.696 -1.599 -0.7 0.4 0.7
H 5.509 -6.253 -2.794 0.9 1.1 0.3
H 3.430 -6.793 -3.523 0.1 -0.1 -0.1
C -1.999 7.521 1.591 -0.9 -0.3 -0.6
N -2.617 6.664 0.469 -0.8 -0.8 -0.5
C -3.746 5.857 1.053 -0.5 0.2 0.6
C -3.246 7.560 -0.670 2.0 -1.8 1.6
C -1.532 5.708 -0.148 0.1 1.7 1.1
C -1.920 4.942 -1.331 -0.1 -0.3 -1.0
O -2.964 4.058 -1.155 -1.0 0.2 1.0
H -2.636 8.405 1.616 0.4 0.2 0.0
H -0.943 7.724 1.415 -0.3 0.1 -0.3
H -2.101 7.043 2.565 0.1 -0.4 -0.3
H -3.306 5.259 1.851 -0.3 -0.3 -0.2
H -4.364 5.291 0.356 1.2 -0.4 -0.6
H -4.545 6.494 1.433 0.6 0.7 0.6
H -3.951 8.207 -0.148 0.2 0.1 -0.6
H -3.656 6.845 -1.384 -0.4 0.4 0.1
H -2.325 7.977 -1.078 -0.6 0.8 -0.3
H -1.097 5.089 0.637 -0.3 0.3 0.4
H -0.812 6.434 -0.524 0.4 -0.1 0.3
H -1.071 4.323 -1.623 0.7 0.5 -0.2
H -2.144 5.632 -2.145 0.2 0.0 -0.4
H -2.920 3.612 -2.004 -0.5 -1.2 -1.5
C 2.143 0.070 4.480 2.0 1.2 -0.2
N 3.466 0.517 3.830 0.7 -0.1 0.0
C 3.655 -0.414 2.649 0.3 0.8 0.2
C 3.360 1.994 3.339 0.0 -1.9 0.4
C 4.732 0.292 4.793 -1.9 -1.0 0.7
C 4.893 1.310 5.948 -1.4 -0.6 -1.4
O 5.440 2.415 5.300 0.5 1.1 0.6
H 2.322 -0.937 4.855 -0.5 0.0 -0.2
H 1.439 0.185 3.655 -0.4 -0.3 0.6
H 2.004 0.801 5.277 -0.6 -0.3 0.0
H 2.826 -0.278 1.954 0.3 0.2 0.0
H 3.631 -1.453 2.978 0.2 0.2 0.1
H 4.595 -0.090 2.204 -0.2 -0.4 -0.4
H 2.926 2.532 4.182 0.6 0.4 -0.2
H 2.668 2.053 2.499 0.1 -0.3 0.0
H 4.383 2.212 3.032 -0.4 0.6 0.1
H 5.679 0.248 4.256 -0.4 0.2 -0.6
H 4.517 -0.725 5.123 0.2 -0.1 0.3
H 5.427 0.985 6.840 0.5 -0.4 -0.3
H 3.903 1.564 6.327 -0.1 0.3 -0.1
H 6.245 2.103 4.881 0.3 0.3 0.0
C 1.492 -8.713 -0.195 0.3 0.2 -1.4
C 0.360 -8.056 -1.015 1.2 1.2 0.2
C 0.862 -6.575 -1.348 -1.3 -0.8 0.7
N -0.130 -5.757 -2.230 1.5 1.1 0.7
C -1.544 -5.845 -1.687 0.5 0.1 -1.2
C -0.041 -6.162 -3.704 -0.6 -0.2 -0.2
C 0.184 -4.882 -4.564 0.8 -0.8 0.5
C -0.121 -3.757 -3.625 0.5 0.3 0.7
C 0.391 -4.262 -2.266 -1.0 -0.4 -0.7
H 1.313 -9.713 0.201 -0.5 0.3 0.2
H 1.826 -8.006 0.564 0.1 -0.3 0.2
H 2.282 -8.879 -0.927 0.6 0.1 0.2
H -0.516 -8.094 -0.367 -0.3 0.4 -0.6
H 0.227 -8.546 -1.980 -0.4 -0.4 0.2
H 1.854 -6.538 -1.798 -0.3 -0.4 -0.7
H 1.064 -6.045 -0.417 -0.9 0.4 0.1
H -1.602 -5.353 -0.716 0.0 -0.3 0.0
H -1.813 -6.898 -1.768 0.0 0.1 0.7
H -2.196 -5.350 -2.407 0.1 0.4 0.2
H -0.959 -6.681 -3.982 0.0 -0.1 0.2
H 0.791 -6.862 -3.782 -0.1 0.1 -0.1
H -0.397 -4.741 -5.475 0.1 -0.7 0.0
H 1.253 -4.920 -4.775 0.0 0.4 -0.4
H -1.188 -3.549 -3.706 0.0 0.2 0.7
H 0.435 -2.861 -3.899 -0.2 0.1 0.0
H 0.116 -3.656 -1.403 -0.3 -0.6 0.2
H 1.479 -4.337 -2.288 0.0 -0.1 -0.1
C -5.694 2.579 6.647 0.1 -1.2 -1.3
C -5.527 1.555 5.489 -1.2 -0.8 -0.4
C -5.356 2.170 4.078 0.6 0.5 1.8
N -4.978 1.244 2.954 -0.4 -0.2 1.4
C -3.812 0.316 3.319 0.5 0.6 -0.9
C -4.745 2.172 1.786 1.4 0.0 -0.4
C -5.827 1.952 0.778 -0.8 -0.5 -0.3
C -6.948 1.218 1.552 0.0 -0.7 -0.3
C -6.186 0.384 2.592 0.9 0.5 -1.0
H -4.766 3.148 6.578 -0.4 0.7 0.6
H -5.780 2.041 7.591 0.3 0.0 0.0
H -6.640 3.109 6.536 0.4 0.6 -0.1
H -6.439 0.980 5.328 -0.4 -0.1 0.7
H -4.835 0.771 5.795 0.5 0.5 -0.3
H -4.650 3.000 4.115 0.3 -0.3 -0.1
H -6.307 2.645 3.841 -0.1 -0.2 -0.4
H -3.723 -0.498 2.599 -0.6 -0.1 -0.1
H -3.897 -0.088 4.328 -0.2 0.3 -0.3
H -2.877 0.859 3.178 -0.1 0.3 0.5
H -3.731 1.967 1.443 -0.3 0.1 -0.2
H -4.757 3.209 2.123 0.1 -0.3 0.3
H -5.488 1.337 -0.056 0.0 -0.1 0.1
H -6.185 2.894 0.364 0.0 0.0 0.0
H -7.374 0.472 0.881 -0.5 0.3 0.0
H -7.727 1.897 1.899 0.1 -0.1 0.3
H -5.735 -0.423 2.016 -0.2 -0.3 0.2
H -6.637 -0.010 3.503 -0.2 0.3 -0.3
C 4.256 2.233 -0.729 -1.2 -0.6 2.0
O 3.161 3.130 -1.091 1.1 -2.0 -1.8
O 3.724 1.025 -0.293 1.6 1.7 -1.5
C 5.393 2.310 -1.795 -3.0 -2.9 0.4
F 6.497 1.774 -1.324 1.4 -1.2 0.9
F 5.023 1.618 -2.874 -0.2 -1.3 -1.3
F 5.708 3.458 -2.223 0.5 4.0 -0.6
C 3.102 4.349 -0.501 -0.3 1.4 2.5
C 1.790 4.942 -0.903 -0.5 0.4 -1.5
H 1.608 6.012 -0.805 0.5 0.0 0.6
H 1.752 4.781 -1.980 -0.5 -0.1 -0.2
H 0.965 4.398 -0.443 0.0 0.0 0.0
H 3.966 5.007 -0.591 0.2 0.1 -0.8
H 3.018 4.238 0.580 0.3 -0.3 0.7
H 4.798 2.751 0.062 0.0 0.3 1.0
C -1.674 2.795 -4.844 -3.9 -0.2 0.6
O -1.201 1.471 -4.910 1.7 -2.0 0.1
O -2.575 2.919 -3.744 3.1 0.6 -1.0
C -0.493 3.789 -5.087 -0.9 0.5 0.8
F 0.575 3.534 -4.354 1.1 -0.7 1.0
F -0.071 3.892 -6.343 0.1 -1.1 -1.3
F -0.819 5.057 -4.806 -0.9 0.7 0.8
C -1.211 0.611 -6.081 0.9 0.0 0.7
C -0.606 -0.788 -5.758 -0.5 -0.1 0.9
H -1.011 -1.183 -4.826 -0.5 0.0 0.0
H -0.801 -1.520 -6.541 -0.4 0.2 -0.2
H 0.465 -0.912 -5.593 0.3 1.0 -0.2
H -0.556 0.967 -6.877 -0.3 0.7 -0.2
H -2.233 0.471 -6.431 0.0 0.1 -0.1
H -2.333 2.905 -5.706 0.1 0.5 -0.8
C -1.751 3.465 4.991 -0.2 -1.7 0.5
F -2.286 2.246 5.264 -0.4 -0.2 -0.6
F -2.784 4.308 4.928 0.3 0.6 0.4
F -0.980 3.651 6.070 0.1 1.2 -0.8
S -0.921 3.352 3.327 1.5 1.4 -0.9
O -0.123 4.580 3.163 -1.1 -1.1 0.5
O -0.140 2.141 3.445 0.0 -0.1 0.2
O -2.026 3.269 2.377 0.0 0.0 0.8
C -5.668 -3.476 -0.242 2.6 1.1 0.0
F -6.090 -3.471 -1.498 -0.7 0.1 -0.2
F -6.599 -3.074 0.602 -0.8 0.2 0.1
F -5.350 -4.738 0.058 0.2 0.0 0.2
S -4.110 -2.256 -0.171 1.3 -3.0 1.2
O -4.657 -0.950 -0.370 -0.7 1.0 -0.4
O -3.453 -2.434 1.131 -1.1 0.3 -0.1
O -3.254 -2.838 -1.197 -0.6 0.4 -0.6
C 2.818 -4.824 2.188 -2.4 2.2 0.2
F 2.238 -5.563 3.122 0.1 0.3 0.4
F 3.906 -4.240 2.702 0.6 -0.8 -0.5
F 2.999 -5.641 1.169 1.6 -0.5 -0.9
S 1.659 -3.421 1.561 -2.1 0.8 0.3
O 2.330 -2.585 0.529 0.4 -1.3 1.4
O 0.543 -4.173 0.994 0.8 -0.4 -0.2
O 1.258 -2.734 2.799 1.4 -0.3 -1.1
```
Positions in Å, forces in eV/Å.

Atom charges from the Löwdin analysis, given in e for atoms 1 to 99:
1 C 0.0093
2 N -0.2428
3 C 0.0451
4 C 0.0453
5 C -0.0404
6 C -0.1785
7 O -0.1139
8 H 0.0999
9 H 0.0852
10 H 0.0602
11 H 0.0734
12 H 0.1064
13 H 0.0783
14 H 0.0789
15 H 0.0799
16 H 0.1024
17 H 0.0943
18 H 0.1046
19 H 0.1153
20 H 0.0886
21 H 0.0021
22 C 0.0414
23 N -0.2943
24 C 0.0157
25 C 0.0366
26 C -0.0610
27 C -0.1976
28 O -0.0907
29 H 0.0970
30 H 0.1045
31 H 0.0808
32 H 0.0891
33 H 0.1030
34 H 0.1154
35 H 0.1038
36 H 0.1045
37 H 0.0906
38 H 0.1041
39 H 0.1297
40 H 0.1195
41 H 0.1148
42 H 0.0922
43 C 0.0362
44 N -0.2921
45 C -0.0254
46 C 0.0650
47 C -0.0965
48 C -0.2971
49 O -0.0674
50 H 0.0961
51 H 0.1089
52 H 0.0991
53 H 0.0806
54 H 0.0982
55 H 0.1028
56 H 0.1036
57 H 0.1011
58 H 0.1083
59 H 0.1142
60 H 0.1227
61 H 0.1190
62 H 0.1242
63 H 0.0310
64 C 0.0355
65 N -0.3017
66 C -0.0192
67 C 0.0528
68 C -0.0546
69 C -0.2267
70 O -0.0600
71 H 0.1045
72 H 0.0856
73 H 0.0963
74 H 0.0672
75 H 0.0852
76 H 0.1027
77 H 0.1036
78 H 0.0891
79 H 0.1019
80 H 0.1263
81 H 0.1216
82 H 0.1273
83 H 0.1157
84 H 0.0929
85 C -0.0896
86 C -0.1924
87 C -0.1024
88 N -0.2028
89 C 0.0436
90 C -0.0759
91 C -0.1380
92 C -0.1684
93 C -0.0503
94 H 0.0812
95 H 0.0685
96 H 0.0648
97 H 0.1081
98 H 0.1038
99 H 0.0949